[1]
C11H78F3O34P | ωB97M-V/def2-TZVPD

Atoms and positions in Å:
P1 0.09206 0.73196 -0.30536
F1 -2.69968 -0.59069 -1.24187
F2 -4.78715 -0.74131 -1.64283
F3 -3.84341 1.17008 -1.76644
O1 2.71703 1.60294 -2.72301
O2 2.57015 2.76358 -5.50777
O3 -3.74824 4.16360 6.91705
O4 -4.82289 1.79912 4.83576
O5 6.71144 -6.24074 -0.85979
O6 -1.41862 5.97369 0.59162
O7 1.02142 5.22463 1.47738
O8 -6.03670 -4.52693 -7.57430
O9 -7.87235 2.76398 0.13399
O10 -1.51572 -0.39062 1.43279
O11 -9.01261 2.87425 -2.86864
O12 5.61687 -6.78167 4.96813
O13 -6.05319 -3.10330 0.79031
O14 1.78400 -0.87206 5.24555
O15 -0.84029 1.83613 -0.70502
O16 -0.24546 3.01722 3.41943
O17 -0.73533 2.49776 -4.00040
O18 5.07769 2.96025 -4.35611
O19 4.81271 2.35586 4.33182
O20 -3.42001 -3.37221 -0.13008
O21 9.39152 -6.95707 -2.06651
O22 -1.73359 -1.69297 4.81290
O23 5.81711 -6.87905 2.26408
O24 -6.18829 -5.33457 -10.87907
O25 5.43294 -4.44280 6.60726
O26 1.64188 4.29203 -1.50316
O27 -2.46697 0.75039 3.06817
O28 -6.00085 -0.76626 -4.53051
O29 4.78465 1.42877 1.07177
O30 3.44654 5.74050 -3.38954
O31 4.44093 -4.05357 1.53850
O32 -8.54968 -0.05196 -3.24896
O33 -5.82310 -1.38415 -7.64337
O34 -4.19659 0.18735 0.19877
C1 -0.18106 0.18667 1.43181
C2 -3.40983 1.11750 0.95640
C3 4.82845 0.24127 0.27600
C4 3.12036 3.15446 1.32979
C5 3.43115 -1.23726 1.91081
C6 0.88020 -0.83685 1.91861
C7 4.82349 -0.96573 1.21831
C8 4.19596 2.54147 0.40201
C9 2.23284 -0.57873 1.22049
C10 -2.43187 0.46093 1.91188
C11 -3.84880 0.04244 -1.08749
H1 -9.08839 -0.76999 -2.90049
H2 -6.88181 -0.51125 -4.22069
H3 -0.94435 2.56322 3.90419
H4 -9.03743 0.75431 -3.03202
H5 5.23300 3.77011 -3.85626
H6 -3.86560 3.55597 6.17769
H7 -6.46295 -4.62333 -6.71748
H8 1.38550 1.24073 -0.50700
H9 2.13722 2.57003 -6.34552
H10 -0.13390 1.01688 2.14452
H11 -6.24992 -1.46151 -6.78029
H12 9.99672 -7.03739 -1.32339
H13 3.37939 4.14794 1.66863
H14 2.17911 2.40408 -2.80734
H15 0.27493 4.68705 1.20364
H16 -5.73183 -3.61037 -7.58743
H17 -4.10032 1.68868 1.56635
H18 3.23703 -2.32511 1.85360
H19 -4.36286 -3.55752 -0.23698
H20 5.16215 -4.64349 1.79264
H21 -3.98222 1.45119 4.51369
H22 -2.84840 1.83024 0.34788
H23 -0.05996 -0.42713 -1.09616
H24 5.57717 -0.74525 1.96978
H25 -2.00666 5.24264 0.81345
H26 -5.61839 -5.17915 -10.11725
H27 0.93692 3.86072 -1.00729
H28 4.81475 2.21543 3.37609
H29 -1.29914 1.75898 -3.74923
H30 1.03962 -0.63930 2.98296
H31 2.68805 5.19544 -3.63384
H32 -4.32844 4.90223 6.70829
H33 3.77972 2.28618 -0.57000
H34 2.24169 -0.90933 0.17919
H35 2.14308 3.12948 0.86707
H36 -5.50770 -0.47563 -7.65701
H37 -7.04999 2.37856 -0.18606
H38 5.63969 -3.65961 7.12791
H39 4.70541 -4.85703 7.08313
H40 7.11499 -5.38074 -0.69600
H41 -6.51347 -3.20146 1.62985
H42 -7.06298 -5.09115 -10.56082
H43 4.37138 2.51401 -3.86648
H44 -9.09166 2.91711 -3.82901
H45 2.39505 -0.92235 5.98751
H46 -3.28081 -2.56443 -0.63293
H47 -1.85520 6.74516 0.97008
H48 4.93666 3.32422 0.22138
H49 5.14747 -1.83180 0.64922
H50 -5.47346 1.14774 4.55644
H51 0.70173 6.12579 1.39111
H52 -0.08682 3.82406 3.92236
H53 5.80228 0.24926 -0.22629
H54 8.55090 -6.69298 -1.66642
H55 -8.09192 3.09947 -2.69397
H56 6.30120 -6.47190 -0.01696
H57 5.72734 2.22532 4.59896
H58 0.52020 -1.86018 1.84416
H59 -8.54562 2.11848 -0.10760
H60 0.94087 -0.63969 5.65001
H61 -2.11067 -0.83654 4.58099
H62 -1.16522 3.26109 -3.60139
H63 6.54360 -7.45689 2.51825
H64 3.05589 2.50369 2.20303
H65 -2.42170 -2.32649 4.58534
H66 -5.43699 -0.61546 -3.76662
H67 5.20681 -7.01580 5.80595
H68 2.53084 1.11352 -3.53336
H69 2.39449 0.49911 1.23415
H70 3.13398 6.64492 -3.48875
H71 -5.76870 -2.18184 0.78147
H72 3.48871 2.96295 -5.74206
H73 3.65640 -4.50012 1.87344
H74 1.81142 5.09913 -1.00416
H75 3.47300 -1.02355 2.97467
H76 6.02837 -5.92525 5.14244
H77 5.03482 -7.32496 2.60322
H78 4.05673 0.19258 -0.49132

As for the HOMO energy: -9.189 eV. Its multiplicity is 1.

---

[2]
C2H5FN2 | ωB97M-V/def2-TZVPD

Atoms and positions in Å:
F1 1.76222 0.19735 -0.33490
N1 -1.49328 -0.59513 -0.14662
N2 -0.53913 1.43900 0.31976
C1 -0.50949 0.13429 0.18512
C2 0.74549 -0.56754 0.36336
H1 -1.06212 1.79570 -1.10558
H2 -1.46637 -1.69309 -0.67951
H3 1.28245 -0.56694 1.43575
H4 0.74822 -1.84124 0.08850
H5 0.53201 1.69760 -0.12587

As for the HOMO energy: -9.334 eV. The calculation puts the relative energy (zero: lowest compared OMol25 entry of this formula, charge and spin) at 124.03 kcal/mol. Its multiplicity is 1.

---

[3]
C11H5F6MoN2O7SSbTe | ωB97M-V/def2-TZVPD

Atoms and positions in Å:
Te1 -0.81112 -2.73852 -0.41206
Sb1 1.75226 2.26249 -0.42625
Mo1 -0.84369 0.02565 -0.06439
S1 0.13461 -5.28513 1.34930
F1 1.51681 4.05537 -0.18467
F2 2.79898 1.76012 0.97157
F3 0.41881 -0.26586 1.32269
F4 1.24159 0.45730 -0.92360
F5 -0.12559 2.09171 0.17122
F6 2.59397 2.37000 -2.03810
O1 -4.26052 1.93145 -1.58033
O2 -3.43700 -1.50211 4.34007
O3 -1.23394 0.16136 -1.65861
O4 -7.51376 1.01408 4.46335
O5 -1.79385 -0.68148 3.20655
O6 -8.17877 2.04445 2.67253
O7 -2.47640 0.19354 0.90602
N1 -7.38126 1.44407 3.34741
N2 -2.96832 -0.75263 3.52879
C1 -6.08947 1.11801 2.67835
C2 0.04227 -2.96010 2.61915
C3 -4.65285 1.21315 0.78960
C4 -3.92822 0.07997 2.76858
C5 -0.18841 -3.53286 1.33495
C6 -4.44129 1.61220 -0.52245
C7 0.45044 -3.89432 3.52665
C8 -3.62705 0.48635 1.46642
C9 -5.88768 1.53923 1.39467
C10 -5.13841 0.37862 3.36784
C11 0.54665 -5.20731 2.95512
H1 -6.65974 2.09913 0.87761
H2 -5.35292 0.03478 4.37480
H3 0.68180 -3.70120 4.56559
H4 -0.09918 -1.91236 2.83492
H5 0.85470 -6.10294 3.48626

As for the HOMO energy (spin up / spin down): -19.019 / -19.016 eV. Its total charge is +3. The expectation value of S² is 1.18. The calculation puts the relative energy (zero: lowest compared OMol25 entry of this formula, charge and spin) at 22.43 kcal/mol. Its multiplicity is 2.

---

Copy entry 3 word for word.
C11H5F6MoN2O7SSbTe | ωB97M-V/def2-TZVPD

Atoms and positions in Å:
Te1 -0.81112 -2.73852 -0.41206
Sb1 1.75226 2.26249 -0.42625
Mo1 -0.84369 0.02565 -0.06439
S1 0.13461 -5.28513 1.34930
F1 1.51681 4.05537 -0.18467
F2 2.79898 1.76012 0.97157
F3 0.41881 -0.26586 1.32269
F4 1.24159 0.45730 -0.92360
F5 -0.12559 2.09171 0.17122
F6 2.59397 2.37000 -2.03810
O1 -4.26052 1.93145 -1.58033
O2 -3.43700 -1.50211 4.34007
O3 -1.23394 0.16136 -1.65861
O4 -7.51376 1.01408 4.46335
O5 -1.79385 -0.68148 3.20655
O6 -8.17877 2.04445 2.67253
O7 -2.47640 0.19354 0.90602
N1 -7.38126 1.44407 3.34741
N2 -2.96832 -0.75263 3.52879
C1 -6.08947 1.11801 2.67835
C2 0.04227 -2.96010 2.61915
C3 -4.65285 1.21315 0.78960
C4 -3.92822 0.07997 2.76858
C5 -0.18841 -3.53286 1.33495
C6 -4.44129 1.61220 -0.52245
C7 0.45044 -3.89432 3.52665
C8 -3.62705 0.48635 1.46642
C9 -5.88768 1.53923 1.39467
C10 -5.13841 0.37862 3.36784
C11 0.54665 -5.20731 2.95512
H1 -6.65974 2.09913 0.87761
H2 -5.35292 0.03478 4.37480
H3 0.68180 -3.70120 4.56559
H4 -0.09918 -1.91236 2.83492
H5 0.85470 -6.10294 3.48626

As for the HOMO energy (spin up / spin down): -19.019 / -19.016 eV. Its total charge is +3. The expectation value of S² is 1.18. The calculation puts the relative energy (zero: lowest compared OMol25 entry of this formula, charge and spin) at 22.43 kcal/mol. Its multiplicity is 2.

---

> Number 2 is which compound?

C2H5FN2